21
Properties=species:S:1:pos:R:3:lowdin_charge:R:1 method="wB97M-V/def2-TZVPD" charge=+2 e_homo_ev=-18.008 e_above_lowest_kj_mol=0.0 homo_lumo_gap_ev=7.2 e_lumo_ev=-10.765
Cl -0.4148 1.3199 2.4520 0.251
C -1.8651 -0.4964 -0.7754 -0.114
C -0.8016 -1.1234 -1.4942 -0.111
C 0.2761 -0.1760 -1.6250 -0.094
H -0.8125 -2.1233 -1.9065 0.137
C -0.1338 1.0686 -1.0199 -0.384
C -1.4680 0.8492 -0.4660 -0.156
H -2.0117 1.5808 0.1434 0.131
H -2.8262 -0.9407 -0.5286 0.144
H 1.2342 -0.3369 -2.1224 0.151
C 0.6959 2.2716 -0.8160 -0.032
Zr 0.0146 -0.4301 0.8136 1.149
C 0.9545 -2.6741 0.4153 0.012
C -0.8507 -1.7033 2.4576 -0.059
O 1.3820 -3.7196 0.2814 0.238
O -1.2861 -2.1480 3.4215 0.245
H 1.7738 2.0552 -0.7260 0.097
H 0.3996 2.8343 0.0880 0.091
H 0.5619 2.9391 -1.6834 0.130
O 3.0698 0.7346 1.7234 0.236
C 2.1082 0.2184 1.3672 -0.059

***

21
Properties=species:S:1:pos:R:3:lowdin_charge:R:1 method="wB97M-V/def2-TZVPD" spin_multiplicity=2 s2=0.80 charge=+1 e_homo_ev="-11.546 / -11.479" homo_lumo_gap_ev="5.9 / 5.6" e_lumo_ev="-5.638 / -5.839"
Cr -0.1355 0.0111 -0.0002 0.226
C -1.8387 -1.3083 0.9096 -0.081
C -0.9041 -1.0892 1.9340 -0.079
C -0.5737 0.2205 2.3139 -0.086
C -1.1675 1.3112 1.6625 -0.076
C -2.0969 1.0927 0.6329 -0.084
C -2.4363 -0.2171 0.2610 -0.098
H -2.1654 -2.3166 0.6841 0.143
H -0.5101 -1.9283 2.4951 0.143
H 0.0760 0.3877 3.1639 0.142
H -0.9781 2.3183 2.0149 0.143
H -2.6208 1.9314 0.1902 0.143
H -3.2160 -0.3858 -0.4712 0.143
O 4.7916 -0.1772 -4.7309 0.022
C 3.9401 -0.1376 -3.9143 -0.950
S 4.2563 -0.1002 -2.1459 1.025
C 2.5896 -0.0605 -1.6647 -1.090
C 1.6354 -0.0597 -2.6593 -1.089
S -0.0324 -0.0141 -2.2595 0.741
S 2.1861 -0.0997 -4.3047 1.024
S 2.1246 -0.0186 -0.0129 0.738

***

177
Properties=species:S:1:pos:R:3:lowdin_charge:R:1 method="wB97M-V/def2-TZVPD" spin_multiplicity=6 s2=8.75 charge=0 e_homo_ev="-8.213 / -8.213" homo_lumo_gap_ev="8.2 / 8.1" e_lumo_ev="0.024 / -0.120"
Mn -14.0857 17.6422 -18.5555 0.985
F -13.4807 16.8933 -20.3808 -0.517
C -12.3178 17.9554 -14.9023 -0.647
F -13.3361 18.8139 -14.9163 0.133
F -11.4985 18.1754 -13.8888 0.169
F -12.8266 16.7409 -14.6825 0.123
S -11.4278 17.9667 -16.5516 0.676
O -11.5910 19.3041 -17.0445 -0.281
O -10.1091 17.5023 -16.3074 -0.254
N -12.4568 16.9523 -17.5028 -0.333
S -11.8015 15.5006 -17.4435 0.568
O -11.1374 15.0960 -16.2445 -0.265
O -12.7523 14.5345 -17.9226 -0.270
C -10.4905 15.4546 -18.7922 -0.646
F -9.7405 16.5524 -18.8491 0.132
F -9.7313 14.3704 -18.6875 0.140
F -11.1211 15.3121 -19.9580 0.118
C -16.9675 23.1742 -16.2861 -0.018
C -15.8434 24.2389 -16.3097 -0.497
C -16.0541 25.3843 -15.3251 -0.138
C -15.9528 24.9593 -13.8724 -0.185
C -14.5491 24.3706 -13.6286 -0.131
C -14.1309 23.3516 -14.6851 -0.492
N -14.5313 23.6529 -16.0579 -0.113
O -14.0654 22.7024 -16.9770 -0.019
C -12.6163 23.2182 -14.6656 -0.040
C -14.7249 21.9728 -14.2524 -0.021
C -15.8778 24.9235 -17.7038 -0.023
H -17.4189 23.0135 -15.3089 0.072
H -16.5863 22.2210 -16.6574 0.055
H -17.7478 23.4674 -16.9900 0.078
H -15.2946 26.1486 -15.4983 0.124
H -17.0409 25.8346 -15.4596 0.130
H -16.6953 24.2238 -13.5221 0.105
H -16.2711 25.6748 -13.1058 0.113
H -14.6070 23.9926 -12.6086 0.120
H -13.8197 25.1869 -13.6287 0.121
H -12.2722 22.3224 -15.1788 0.076
H -12.1214 24.1039 -15.0850 0.091
H -12.1040 23.2795 -13.6990 0.091
H -15.8117 21.9552 -14.2851 0.065
H -14.2335 21.1256 -14.7336 0.056
H -14.4891 21.7809 -13.1989 0.087
H -15.3040 25.8473 -17.6901 0.085
H -16.9191 25.1166 -17.9525 0.081
H -15.4928 24.2288 -18.4535 0.075
H -13.6237 23.2515 -17.6342 0.113
C -15.8940 17.8201 -12.0911 -0.117
O -15.4576 16.5198 -12.4281 -0.204
C -14.9968 15.8179 -11.2846 -0.208
C -13.5106 16.0894 -11.0052 -0.209
N -12.6806 15.1762 -11.7605 -0.056
C -11.3448 14.9972 -11.1871 -0.212
C -10.6400 13.8043 -11.8192 -0.251
O -10.1425 14.2266 -13.0566 -0.183
C -9.5420 13.1684 -13.7836 -0.098
H -16.3530 17.7469 -11.0942 0.081
H -16.6010 18.3247 -12.7434 0.078
H -15.0460 18.4774 -11.8531 0.081
H -15.0302 14.7554 -11.5286 0.121
H -15.6266 15.9658 -10.4022 0.114
H -13.3391 15.8901 -9.9443 0.117
H -13.2710 17.1537 -11.1465 0.115
H -12.5287 15.3785 -12.7404 0.099
H -11.3686 14.8468 -10.1037 0.114
H -10.7789 15.9338 -11.2959 0.122
H -11.3929 13.0069 -11.8384 0.126
H -9.8419 13.4787 -11.1371 0.121
H -10.1745 12.2750 -13.7811 0.089
H -8.6191 12.8770 -13.2629 0.086
H -9.3003 13.4985 -14.7891 0.071
C -8.1434 10.9423 -22.6476 -0.104
O -8.5080 9.6123 -22.9626 -0.179
C -9.8830 9.3675 -22.7645 -0.232
C -10.2862 9.1967 -21.3034 -0.205
N -9.6961 7.9667 -20.7341 -0.057
C -9.6708 8.0022 -19.2938 -0.218
C -8.7552 9.0046 -18.5628 -0.227
O -9.4399 10.2311 -18.4060 -0.196
C -8.5964 11.2440 -17.8881 -0.104
H -8.3608 11.1840 -21.6019 0.075
H -8.5602 11.6749 -23.3406 0.091
H -7.0529 10.9932 -22.6597 0.088
H -10.1065 8.3880 -23.2004 0.123
H -10.5490 10.1001 -23.2303 0.123
H -11.3540 9.2183 -21.0881 0.121
H -9.8247 10.0657 -20.8162 0.088
H -8.8043 7.8936 -21.2103 0.103
H -9.3240 7.0210 -18.9483 0.109
H -10.6706 8.0882 -18.8636 0.121
H -7.7934 9.1239 -19.0754 0.122
H -8.5722 8.5217 -17.5927 0.117
H -7.6415 11.2949 -18.4267 0.077
H -8.3651 11.1865 -16.8206 0.085
H -9.1424 12.1548 -18.1233 0.074
C -15.4298 15.5826 -15.8245 -0.072
O -15.1832 16.8015 -16.5031 -0.251
C -16.2098 17.7455 -16.2722 -0.176
C -16.0412 19.1244 -16.9884 -0.140
N -14.7539 19.3900 -17.7125 -0.118
C -15.0292 20.2719 -18.8892 -0.151
C -13.6412 20.6076 -19.4660 -0.197
O -13.0252 19.3979 -19.8707 -0.239
C -11.6356 19.5774 -20.0643 -0.092
H -15.6367 15.7083 -14.7611 0.086
H -14.6372 14.8359 -15.8879 0.095
H -16.2406 15.0553 -16.3419 0.093
H -16.1503 18.0639 -15.2236 0.108
H -17.2077 17.3215 -16.4090 0.133
H -16.2271 19.9119 -16.2511 0.105
H -16.8997 19.3497 -17.6296 0.120
H -14.2917 19.9669 -17.0125 0.103
H -15.4547 21.1989 -18.4984 0.105
H -15.7020 19.7598 -19.5756 0.134
H -13.1233 21.0920 -18.6322 0.109
H -13.8069 21.2978 -20.2986 0.139
H -11.4144 20.2256 -20.9197 0.097
H -11.0005 18.7016 -20.1604 0.084
H -11.2440 20.1206 -19.1984 0.073
C -4.4148 10.6538 -14.8605 -0.096
O -4.0970 11.7761 -15.6902 -0.210
C -4.8298 11.7796 -16.9162 -0.226
C -4.9872 13.2521 -17.2512 -0.227
N -6.1060 13.8860 -16.5669 -0.036
C -6.4963 15.0799 -17.3433 -0.199
C -7.2866 16.0405 -16.4934 -0.228
O -6.5207 16.6976 -15.4820 -0.164
C -6.9609 18.0099 -15.2531 -0.137
H -5.3936 10.9251 -14.4517 0.086
H -3.7547 10.5761 -13.9988 0.081
H -4.3758 9.7442 -15.4601 0.086
H -5.7793 11.2502 -16.8049 0.098
H -4.2623 11.2688 -17.7048 0.120
H -5.1607 13.2269 -18.3349 0.115
H -4.0397 13.7921 -17.1482 0.125
H -5.8878 14.1735 -15.6216 0.111
H -7.0606 14.7909 -18.2311 0.109
H -5.5807 15.5824 -17.6898 0.122
H -8.1070 15.6197 -15.8998 0.122
H -7.7898 16.6943 -17.2157 0.098
H -7.8644 18.2505 -14.6649 0.078
H -7.1404 18.5701 -16.1744 0.088
H -6.2385 18.4447 -14.5567 0.086
C -10.0385 17.8336 -23.2340 -0.051
C -11.0862 16.8811 -23.8648 -0.394
C -10.4917 16.3493 -25.1600 -0.213
O -10.9679 17.2031 -26.2235 -0.213
C -10.6623 16.6467 -27.4951 -0.117
N -11.2764 15.7396 -22.9730 0.032
H -10.5217 18.4030 -22.4392 0.044
H -9.8069 18.5503 -24.0298 0.077
H -9.1545 17.3383 -22.8436 0.078
H -12.0468 17.2802 -24.1804 0.146
H -10.8918 15.3691 -25.4459 0.118
H -9.3984 16.3078 -25.2303 0.123
H -10.5662 17.4856 -28.1762 0.085
H -11.4471 15.9403 -27.7923 0.085
H -9.7843 15.9961 -27.4328 0.079
H -10.3843 15.3235 -22.7223 0.064
H -11.6706 15.9227 -22.0550 0.037
C -17.1368 13.4592 -19.1660 -0.068
C -15.6172 13.5815 -19.2539 -0.439
C -14.9584 12.2569 -18.8655 -0.240
O -15.3079 11.1824 -19.7023 -0.184
C -14.7677 9.9656 -19.2408 -0.108
N -15.2114 13.9484 -20.6131 0.066
H -17.4839 12.5962 -19.7413 0.076
H -17.6391 14.3818 -19.4495 0.072
H -17.4562 13.1323 -18.1703 0.073
H -15.2807 14.2608 -18.4662 0.096
H -15.1881 12.0092 -17.8149 0.127
H -13.8687 12.4073 -18.8759 0.112
H -13.6883 10.1039 -19.0901 0.083
H -14.9194 9.1965 -19.9925 0.087
H -15.1659 9.6727 -18.2632 0.087
H -15.7683 13.3515 -21.2194 0.070
H -14.2661 13.6026 -20.7495 0.075